[1]
The following is a DFT calculation (the ωB97M-V functional and the def2-TZVPD basis) of a structure of composition C39H25Cl3N8OS2Yb.

```
79
C39H25Cl3N8OS2Yb, DFT the ωB97M-V functional and the def2-TZVPD basis
Yb 0.0602 -0.3916 -0.0388
Cl -0.6439 -2.1039 -2.2296
Cl 4.0398 -4.0573 -0.4772
Cl 7.1315 -1.5136 -2.0073
S -5.7208 3.8891 -3.6913
S 1.1897 -2.8154 0.2861
O 1.4986 -0.0938 -1.5783
N -0.9917 -1.6966 2.4097
N -1.8303 -3.4717 1.2207
N 1.9878 0.4496 1.0466
N -0.4658 1.4484 1.6576
N -4.1456 4.1520 -3.5899
N -0.5657 1.6759 -1.3853
N -2.3688 -0.1292 -0.5980
N -5.7874 2.4624 -2.9309
C 1.4603 3.1514 4.3486
C -3.6033 3.1547 -2.9076
C 2.9358 1.8621 2.9138
C 2.7213 2.7420 3.9894
C -1.5833 -1.2873 4.7105
C 5.4412 -1.0839 -1.8579
C 0.1125 3.6756 -2.4013
C 4.9879 -0.6875 -0.6577
C -2.1826 3.0106 -2.5403
C -0.8145 -1.0330 3.5787
C 4.6587 -1.0170 -3.0534
C 3.1544 0.0115 0.7599
C 0.3743 2.5592 -1.6342
C -0.9100 3.3001 3.7643
C 1.2024 -3.3017 -3.7604
C -2.6352 -3.0101 3.4376
C -1.8925 2.9212 2.8987
C -5.0398 -0.0439 -1.4475
C -2.5244 -2.2871 4.5775
C 3.5954 -0.4054 -0.5509
C -1.1516 3.8928 -2.8515
C -1.6711 1.9850 1.8590
C 1.6752 -3.1485 -1.3782
C -4.1502 0.9726 -1.7855
C -4.6112 -1.0675 -0.6157
C 3.3484 -4.0320 -3.0086
C -4.5520 2.1751 -2.5470
C 0.5447 1.8139 2.4555
C 2.7773 -0.3482 -1.6559
C 0.9060 -2.9399 -2.4690
C 2.9449 -3.6807 -1.7057
C 0.3601 2.7301 3.5446
C -1.8275 1.8288 -1.8457
C 1.8518 1.2806 2.2136
C -2.8283 0.8400 -1.4133
C -3.2812 -1.0667 -0.2713
C 2.4740 -3.8474 -4.0295
C 3.3878 -0.6322 -2.9371
C -1.8064 -2.7356 2.3855
H -1.4887 -0.7557 5.6572
H 0.0234 -0.3703 3.6054
H 0.5351 -3.0454 -4.5843
H -3.0049 -1.9868 0.2499
H -1.0232 3.9787 4.5939
H -3.2602 -2.5111 5.3581
H 0.8840 4.4032 -2.5252
H 4.3048 -4.5122 -3.1669
H 1.3684 3.8659 5.1419
H 5.6756 -0.7883 0.1347
H 2.7890 -4.1510 -5.0656
H -1.4443 4.7750 -3.3949
H -2.2333 -4.3976 1.3419
H 3.5274 3.1569 4.6183
H -0.9510 -3.5422 0.7431
H 1.2882 2.3602 -1.1376
H -2.8272 3.3989 3.0866
H 3.9508 1.5831 2.6426
H -5.3047 -1.7579 -0.1762
H -3.3277 -3.8261 3.3825
H 5.1531 -1.2309 -4.0072
H 3.9507 0.0917 1.4815
H -2.4671 1.6684 1.2054
H -6.0779 0.1472 -1.6457
H 2.7225 -0.6096 -3.7456
```

Properties
2S+1   2
<S²>   0.751
Energy relative to the best compared isomer or geometry (same formula, charge and spin)   0.0 kcal per mole
Orbital gap (spin up / spin down)   6.56 / 6.55 eV
Charge   +1



[2]
The following is a DFT calculation (the ωB97M-V functional and the def2-TZVPD basis) of a structure of composition C39H26AuF5N3Sb.

```
75
C39H26AuF5N3Sb, DFT the ωB97M-V functional and the def2-TZVPD basis
Au -0.1475 -0.1821 0.2674
Sb -0.0030 -2.6700 1.6459
F 4.0273 0.2842 3.4931
F 0.2138 2.6785 4.6527
F -3.8289 -6.7824 -0.9647
F -1.3886 -3.2307 7.6253
F 5.8374 -4.7171 1.6890
N -1.1441 -1.2606 -1.3025
N -1.6297 1.1265 1.1377
N 1.4803 -0.5583 -1.2278
C 2.4947 -4.1270 0.5238
C 3.6880 -0.5117 -2.1500
C -2.0930 2.5569 2.9966
C -2.4405 -1.5964 -1.3125
C 4.5784 -4.2884 1.6588
C 2.7766 -3.1390 2.6993
C -0.3441 -4.0920 4.3028
C -1.2248 1.7232 2.2965
C 3.8051 -4.5745 0.5471
C -0.8937 -2.4624 -3.3467
C 0.8632 0.5079 1.8339
C -3.3449 -5.3202 0.7938
C -2.8638 1.3661 0.6809
C 2.7769 0.6627 3.2387
C 4.0908 -3.5738 2.7379
C -0.6510 -4.2252 5.6445
C 3.2778 -1.2739 -3.2276
C 1.0679 -1.2951 -2.2834
C -0.9523 -4.6932 -0.4797
C -0.9286 -1.7543 4.3902
C -0.3652 -1.6958 -2.3153
C -0.4806 -2.8573 3.6669
C -3.7648 2.1762 1.3339
C 2.1646 0.1428 2.1040
C 0.8377 1.8523 3.8079
C -2.4677 -4.4123 1.3654
C 1.9638 -3.4128 1.5976
C 0.1535 1.3752 2.6847
C -1.0930 -3.1075 6.3343
C -2.9960 -5.9048 -0.4096
C 1.9493 -1.6643 -3.2900
C 2.1434 1.5200 4.1107
C -1.8118 -5.6087 -1.0626
C -2.2362 -2.7953 -3.3500
C 2.7574 -0.1764 -1.1856
C -3.3696 2.7830 2.5147
C -1.2397 -1.8696 5.7357
C -3.0269 -2.3536 -2.3034
C -1.2618 -4.0932 0.7406
H -0.5537 -5.1686 6.1633
H 4.7331 -3.3795 3.5857
H -4.0420 3.4362 3.0537
H -4.7439 2.3365 0.9068
H -4.2792 -5.5883 1.2676
H 2.7394 -0.5736 1.5312
H -3.1385 0.9224 -0.2618
H 0.0067 -4.9608 3.7572
H 3.0629 0.4514 -0.3558
H -2.7312 -3.9637 2.3167
H -0.2626 -2.7976 -4.1532
H 4.2309 -5.1445 -0.2670
H -0.0340 -4.4557 -1.0016
H -4.0784 -2.5934 -2.2383
H -1.0395 -0.7897 3.9091
H -1.5881 -1.0311 6.3223
H 3.9675 -1.5523 -4.0126
H -1.7648 3.0259 3.9055
H -1.5805 -6.1001 -1.9980
H 1.8969 -4.3550 -0.3485
H 2.6318 1.9154 4.9894
H -3.0381 -1.2794 -0.4732
H 1.6075 -2.2450 -4.1310
H -2.6508 -3.3908 -4.1519
H 2.3865 -2.5921 3.5507
H 4.7053 -0.1614 -2.0521
```

Properties
Energy relative to the best compared isomer or geometry (same formula, charge and spin)   0.0 kcal per mole
Orbital gap (spin up / spin down)   6.75 / 6.75 eV
Charge   +2



[3]
The following is a DFT calculation (the ωB97M-V functional and the def2-TZVPD basis) of a structure of composition C39H27LaN10O.

```
78
C39H27LaN10O, DFT the ωB97M-V functional and the def2-TZVPD basis
La 0.7086 2.3988 -0.0837
O -3.3428 -10.4593 -0.5526
N -0.3936 -4.7552 -0.0016
N -0.6991 5.8040 0.1755
N -1.3165 0.6822 0.3878
N -1.2011 3.7639 -1.0445
N 3.0615 2.3963 -1.0253
N 1.4178 4.6190 0.0627
N 0.7338 2.5745 3.8056
N -2.5218 -4.1003 -0.0098
N 3.8287 4.3530 0.1943
N 1.3152 -0.1726 0.3809
C 3.6967 7.0943 1.5565
C 0.7157 2.5070 2.6583
C -3.8345 -8.2049 -0.3303
C 0.3246 -1.1007 0.2586
C 2.6819 6.3104 1.0399
C -3.4451 -6.8917 -0.2059
C 3.3308 8.3253 2.0882
C -3.6642 0.2270 0.5284
C -0.4651 -3.3954 0.0873
C 4.0338 3.2026 -0.5557
C -2.1204 -1.5850 0.2226
C -2.0908 -6.5460 -0.1808
C 0.6181 -2.4697 0.2109
C -2.5675 1.0917 0.5310
C -1.6475 -5.1588 -0.0581
C 0.9919 7.9612 1.5446
C 0.5644 5.6780 0.3784
C -2.8661 -9.2084 -0.4336
C 1.3658 6.7320 1.0344
C -2.4071 -11.5299 -0.6558
C -3.2816 3.6180 -2.2300
C 1.9547 -2.8852 0.3262
C -3.4368 -1.1115 0.3535
C 2.0010 8.7514 2.0825
C 2.9327 -1.9431 0.5020
C -3.6592 4.8532 -1.6920
C 2.5629 -0.5951 0.5167
C 2.7265 4.9854 0.3872
C -1.5272 4.9861 -0.5803
C -1.1367 -7.5515 -0.2821
C 5.7012 1.8509 -1.6468
C -2.7916 5.5260 -0.8677
C 3.3938 1.3688 -1.8379
C 5.3786 2.9062 -0.8296
C -2.0606 3.1189 -1.8636
C -1.5120 -8.8796 -0.4068
C 4.6810 1.0639 -2.1911
C -1.0661 -0.6486 0.2643
C -1.7646 -2.9569 0.0915
H -4.2235 -6.1423 -0.1206
H 2.5717 0.7601 -2.2054
H -4.6223 5.2849 -1.9301
H -4.2678 -1.8051 0.3386
H 4.0873 8.9738 2.5092
H -4.8786 -8.4831 -0.3485
H -1.7844 -11.4147 -1.5446
H -3.9202 3.0671 -2.9043
H -1.7825 -11.5842 0.2375
H 6.7379 1.6406 -1.8739
H 1.7590 9.7199 2.4992
H 0.7595 2.6395 4.8080
H 2.1764 -3.9441 0.2946
H -1.7413 2.1450 -2.2262
H -4.6611 0.6222 0.6594
H 3.9710 -2.2156 0.6246
H 4.7262 6.7647 1.5402
H -3.5224 -4.1693 -0.0644
H -0.0875 -7.2911 -0.2617
H -3.0021 -12.4327 -0.7411
H 3.3257 0.1668 0.6332
H 6.1299 3.5542 -0.4034
H -3.0301 6.4912 -0.4461
H -0.0372 8.2915 1.5198
H 4.8863 0.2408 -2.8593
H -0.7497 -9.6397 -0.4818
H -2.7227 2.1589 0.6430
```

Properties
Orbital gap   6.05 eV
Charge   +2



[4]
The following is a DFT calculation (the ωB97M-V functional and the def2-TZVPD basis) of a structure of composition C39H28MoNO2P2S5.

```
78
C39H28MoNO2P2S5, DFT the ωB97M-V functional and the def2-TZVPD basis
Mo 0.2339 -0.7632 1.2408
S -1.9810 -2.7045 0.4966
S -0.2141 -5.0249 -0.2803
S 2.3368 -0.6732 2.4959
S -0.3346 1.5190 2.5512
S 1.9134 0.0397 -0.7002
P 0.0406 0.2084 -1.3939
P -1.1222 1.8506 0.7514
O -1.4150 -1.8217 4.7598
O -0.4317 -1.5474 2.7939
N 0.6488 -2.6789 0.4175
C -0.1210 3.3939 -4.7249
C -0.3107 3.3198 0.0370
C 0.0163 1.4842 -2.7131
C -1.1105 0.3502 -0.1264
C 1.7854 -3.4299 0.1202
C 0.5517 -2.0751 -2.9394
C 1.1571 2.1799 -3.0890
C -0.3282 5.3594 -1.2358
C 4.1200 -3.9167 -0.1669
C 1.5079 -4.7490 -0.2806
C 1.0019 -2.3568 5.9893
C -0.4120 -1.7175 4.0874
C -0.4814 -3.3725 0.2513
C -2.8665 2.3557 0.9326
C -1.1695 -3.4716 -3.8657
C 2.1881 -2.4737 6.6823
C -1.1961 1.7488 -3.3475
C -4.6716 3.2254 2.2622
C -5.1012 2.4150 0.0392
C 1.0857 3.1335 -4.0951
C 3.3365 -1.4863 4.8209
C -1.0005 4.2603 -0.7223
C 3.3638 -2.0228 6.0907
C -3.7588 2.1003 -0.1044
C 3.1176 -3.0188 0.1587
C -1.2634 2.7005 -4.3511
C -5.5577 2.9738 1.2247
C 0.1755 -3.1828 -3.6833
C 1.0267 5.5262 -0.9918
C 2.5117 -5.6486 -0.6022
C 3.8286 -5.2263 -0.5362
C -2.1400 -2.6602 -3.2969
C 1.0525 3.4874 0.2772
C -0.4196 -1.2671 -2.3571
C -3.3271 2.9155 2.1187
C -1.7669 -1.5646 -2.5327
C 0.9545 -1.8152 4.7023
C 1.7167 4.5883 -0.2371
C 2.1403 -1.3794 4.0921
H -0.1771 4.1428 -5.5059
H 1.5446 6.3903 -1.3907
H -5.0310 3.6509 3.1909
H -2.2075 2.9040 -4.8424
H 5.1512 -3.5878 -0.1323
H 4.2457 -1.1331 4.3504
H 1.5985 -1.8446 -2.7785
H -0.8640 6.0933 -1.8259
H 2.2586 -6.6598 -0.8956
H -2.5138 -0.9651 -2.0285
H -2.6267 3.0808 2.9273
H -2.0621 4.1396 -0.8983
H 4.6312 -5.9166 -0.7646
H -6.6102 3.2007 1.3434
H 4.3027 -2.0881 6.6279
H 1.5714 2.7632 0.8912
H 0.9320 -3.8279 -4.1134
H -1.4643 -4.3410 -4.4410
H 2.1998 -2.9063 7.6751
H 0.0653 -2.6745 6.4272
H -5.7951 2.2107 -0.7672
H 2.0914 1.9606 -2.5888
H -3.3924 1.6340 -1.0114
H 2.7764 4.7139 -0.0503
H 1.9745 3.6839 -4.3793
H -2.0826 1.1955 -3.0595
H -3.1896 -2.8952 -3.4218
H 3.3628 -2.0110 0.4421
```

Properties
2S+1   3
<S²>   2.025
Energy relative to the best compared isomer or geometry (same formula, charge and spin)   26.3 kcal per mole
Orbital gap (spin up / spin down)   6.94 / 7.21 eV
Charge   -1



[5]
The following is a DFT calculation (the ωB97M-V functional and the def2-TZVPD basis) of a structure of composition C39H28OP2PdS6.

```
77
C39H28OP2PdS6, DFT the ωB97M-V functional and the def2-TZVPD basis
Pd -0.2630 -0.6022 -1.4489
S -1.4705 2.0393 -5.5452
S -2.7072 1.4914 -8.2192
S -1.7835 -0.6385 -6.3160
S -0.2467 1.5009 -2.8747
S -0.6231 -1.8643 -3.8540
S -0.4077 -2.1850 0.0847
P 1.9099 0.0223 0.2115
P -1.7569 0.7519 0.3324
O -1.2008 -3.4466 0.0711
C 3.8743 -3.6286 0.6365
C 3.5624 -0.0851 -3.5635
C -0.9036 0.8738 -4.3704
C -3.1514 -0.2153 -0.4134
C -1.1101 -0.4328 4.2612
C -1.3544 -0.2372 1.8460
C -4.9083 -1.8760 -0.3918
C -1.5268 0.2687 3.1383
C 3.0035 1.7969 -1.6183
C -3.3705 4.4320 1.2608
C 3.2121 0.5543 1.4702
C -3.8854 -1.1907 0.2545
C 4.8693 1.3727 3.5949
C 4.4733 1.0920 1.2303
C 5.2924 1.5020 2.2813
C 1.2913 -2.7241 0.3656
C 3.8030 1.2569 -3.8184
C 3.6179 -2.2667 0.5307
C 1.5216 -4.0844 0.4667
C -4.8639 2.8591 2.2869
C -1.9899 0.9870 -6.7794
C -4.5162 4.1755 1.9955
C -1.0495 -0.4287 -4.7352
C -3.4485 0.0499 -1.7515
C 3.6112 0.8350 3.8515
C -0.7050 -1.4716 1.7392
C 2.7955 0.4446 2.8025
C -2.5693 3.3786 0.8250
C 2.3215 -1.7881 0.3788
C -0.5131 -1.6793 4.1275
C 3.0622 -0.4854 -2.3335
C 2.7844 0.4494 -1.3416
C 2.8280 -4.5391 0.5993
C -5.2033 -1.5961 -1.7180
C 3.5204 2.1997 -2.8397
C -0.3100 -2.1931 2.8574
C -4.4666 -0.6319 -2.3966
C -4.0645 1.8177 1.8422
C -2.8979 2.0560 1.1088
H -4.3598 0.7952 2.0521
H 3.6599 3.2544 -3.0428
H 2.7297 2.5454 -0.8815
H 3.0275 -5.6023 0.6641
H -3.1003 5.4522 1.0148
H -4.6533 -0.4348 -3.4450
H 2.8244 -1.5300 -2.1740
H 1.8040 0.0510 3.0144
H 3.7221 -0.8242 -4.3385
H -1.2570 -0.0022 5.2450
H -3.6455 -1.4472 1.2803
H -5.1451 4.9920 2.3312
H 4.8323 1.1872 0.2115
H 0.6739 -4.7564 0.4188
H -5.7665 2.6482 2.8494
H -1.9906 1.2376 3.2660
H 4.4410 -1.5619 0.5540
H -1.6815 3.5746 0.2325
H 4.1714 1.5699 -4.7877
H -5.9809 -2.1488 -2.2320
H 6.2695 1.9197 2.0656
H -5.4555 -2.6473 0.1376
H 3.2595 0.7331 4.8718
H 4.8956 -3.9774 0.7337
H 5.5066 1.6921 4.4109
H -2.8368 0.7589 -2.3018
H -0.2003 -2.2394 5.0009
H 0.1695 -3.1564 2.7265
```

Properties
Energy relative to the best compared isomer or geometry (same formula, charge and spin)   25.6 kcal per mole
Orbital gap   4.55 eV
Charge   -2



[6]
The following is a DFT calculation (the ωB97M-V functional and the def2-TZVPD basis) of a structure of composition C39H29GeN3O9RhS2.

```
84
C39H29GeN3O9RhS2, DFT the ωB97M-V functional and the def2-TZVPD basis
Rh 0.1876 -1.0565 -0.1153
Ge -1.8709 2.5283 -1.7620
S -2.3954 1.1595 0.7611
S 1.4393 -0.9134 -2.7675
O 0.3974 -0.0700 -2.1624
O -3.7964 1.1575 1.1202
O -2.3540 1.0635 -0.8519
O 1.0539 -1.5707 -3.9880
O 1.5815 0.0117 0.9635
O 4.0631 -2.1174 -0.5460
O -1.6689 -0.0244 1.1965
O -1.7135 2.4242 1.0302
O -1.1590 -2.2354 -1.0247
N 2.0483 -1.8635 -1.6422
N 1.1783 -1.6874 2.4804
N 0.2963 -2.1288 1.5064
C -5.1769 4.8422 -0.5428
C -4.3196 3.7859 -0.8169
C 2.8796 0.0789 -3.0492
C 5.3494 1.2478 -3.0344
C 4.6025 1.1952 4.7526
C -2.6505 -4.0013 -1.2034
C -2.9357 -5.6179 0.5625
C -1.9952 -4.9368 1.2997
C 1.7701 -0.5922 2.0807
C -2.8132 1.0754 -6.1855
C -1.3490 -3.7790 0.8344
C 1.7245 4.3511 -2.8704
C -0.3844 -3.1870 1.7344
C -2.3008 1.9384 -3.5772
C -2.0113 0.6261 -3.9586
C -2.6369 5.3417 -1.5261
C 3.3294 1.2424 2.7124
C 4.3642 1.7019 -3.9095
C 2.7558 0.0156 3.0249
C -2.8616 2.8024 -4.5155
C 3.3451 -1.5538 -1.3517
C -1.6732 -3.2742 -0.4652
C 5.1001 0.1948 -2.1620
C -2.2625 0.2012 -5.2560
C 4.0330 -0.0329 5.0685
C -3.2583 -5.1263 -0.7108
C -3.0405 4.0255 -1.3184
C 0.4242 3.8651 -2.8100
C 3.1146 -0.6187 4.2118
C 4.2460 1.8312 3.5719
C 0.9229 2.7252 -0.7564
C 3.8471 -0.3888 -2.1865
C 2.2313 3.1837 -0.8354
C -3.4955 6.4010 -1.2578
C 0.0024 3.0676 -1.7458
C 3.1025 1.1198 -3.9263
C -4.7690 6.1510 -0.7676
C 2.6298 4.0110 -1.8764
C -3.1171 2.3776 -5.8144
H -0.2688 4.1114 -3.6098
H -0.2147 -3.6747 2.6923
H 2.3207 1.4775 -4.5832
H 5.8482 -0.1744 -1.4721
H 0.6207 2.0966 0.0696
H -1.5803 -0.0633 -3.2423
H 4.6820 2.7905 3.3185
H 2.0319 4.9790 -3.6998
H 2.9455 2.8859 -0.0780
H 3.6525 4.3662 -1.9263
H -6.1621 4.6431 -0.1380
H -2.0173 -0.8152 -5.5389
H -3.1656 7.4208 -1.4206
H -1.6342 5.5451 -1.8879
H 6.3211 1.7281 -3.0350
H -3.0065 0.7404 -7.1985
H 4.3074 -0.5359 5.9886
H -1.7302 -5.2950 2.2900
H -4.0000 -5.6381 -1.3154
H -3.1140 3.8191 -4.2280
H -3.4156 -6.5045 0.9573
H -5.4387 6.9750 -0.5486
H -2.8956 -3.6113 -2.1835
H 3.0361 1.7196 1.7881
H 5.3193 1.6530 5.4245
H -4.6287 2.7696 -0.6014
H 2.6603 -1.5725 4.4414
H -3.5552 3.0613 -6.5332
H 4.5792 2.5316 -4.5725
```

Properties
2S+1   2
<S²>   0.753
Energy relative to the best compared isomer or geometry (same formula, charge and spin)   0.0 kcal per mole
Orbital gap (spin up / spin down)   6.56 / 6.50 eV
Charge   -2



Number 1: strongest force on any atom 2.6 eV/Å. Number 2: strongest force on any atom 1.2 eV/Å. Number 3: strongest force on any atom 1.0 eV/Å. Number 4: strongest force on any atom 1.7 eV/Å. Number 5: strongest force on any atom 0.9 eV/Å. Number 6: strongest force on any atom 0.2 eV/Å.